Entry 1:
DFT (ωB97M-V/def2-TZVPD) results for a cluster of 7 separate species, C47H102N5O6 in total.

Structure (XYZ):
```
160
Properties=species:S:1:pos:R:3:forces:R:3:mulliken_charge:R:1
C 5.634 -3.797 6.034 -0.777 0.531 2.331 -1.33
C 4.206 -3.560 5.474 1.811 0.771 0.098 -0.36
C 3.940 -2.039 5.645 0.475 -0.452 -1.370 -0.47
C 2.593 -1.613 5.139 0.015 0.446 1.847 -0.96
N 2.031 -0.393 5.853 -0.809 -0.461 0.590 0.82
C 2.044 -0.494 7.383 2.446 0.210 -0.552 -0.53
C 2.753 0.765 7.886 0.897 0.251 -0.504 -0.46
C 2.476 1.797 6.713 1.110 0.351 0.989 -0.74
C 2.696 0.866 5.475 -0.680 2.001 0.164 -0.19
C 0.634 -0.353 5.465 -2.284 -0.675 -1.366 -0.98
H 6.518 -3.327 5.594 -0.534 0.023 -0.435 0.33
H 5.780 -4.842 6.141 0.489 -1.097 -0.292 0.42
H 5.623 -3.474 7.129 0.120 -0.109 -1.248 0.32
H 3.519 -4.154 6.117 0.189 0.447 -0.710 0.32
H 4.230 -3.904 4.446 -0.589 -0.044 -0.223 0.33
H 4.691 -1.358 5.178 -0.085 -0.963 0.311 0.36
H 4.083 -2.005 6.700 -0.218 0.870 0.897 0.20
H 1.860 -2.372 5.286 -0.538 -0.714 0.285 0.51
H 2.549 -1.353 4.122 0.287 0.371 -1.503 0.36
H 1.059 -0.583 7.707 -1.545 -0.250 0.574 0.32
H 2.645 -1.371 7.582 -0.434 -0.209 0.533 0.34
H 2.513 1.035 8.956 0.036 -0.133 -1.386 0.38
H 3.867 0.539 7.826 -1.214 0.427 0.317 0.24
H 1.412 2.207 6.719 1.468 -0.468 0.022 0.26
H 3.248 2.664 6.802 -1.564 -1.443 -0.477 0.40
H 2.220 1.330 4.590 0.385 -0.787 0.236 -0.33
H 3.706 0.587 5.228 0.563 0.494 0.170 0.45
H 0.524 -0.274 4.350 0.350 -0.415 0.952 -0.01
H 0.084 0.502 5.826 0.293 0.484 0.549 0.49
H 0.126 -1.248 5.889 0.353 0.517 -0.470 0.52
C -1.678 -0.506 -5.858 0.351 1.021 -0.473 -1.28
C -1.710 -2.021 -5.853 -0.474 -0.185 1.324 -0.60
C -0.331 -2.634 -6.038 0.466 0.190 0.688 -0.32
C -0.243 -4.089 -5.646 -1.023 0.213 0.633 -1.08
N 1.103 -4.623 -5.417 1.429 -0.982 -0.950 0.10
C 1.830 -5.066 -6.762 -2.477 0.778 0.184 -0.46
C 1.000 -6.298 -7.158 1.053 -0.366 -0.119 -0.77
C 0.666 -7.000 -5.838 -0.060 -0.150 0.081 -0.49
C 0.957 -6.025 -4.746 2.070 1.874 0.631 -0.62
C 2.021 -3.729 -4.638 -1.444 -0.376 0.626 -1.23
H -2.682 -0.008 -5.851 0.822 -0.638 0.733 0.41
H -1.296 -0.146 -6.820 0.300 -0.122 0.022 0.35
H -0.950 -0.137 -5.075 -1.161 -0.130 -0.632 0.30
H -2.454 -2.415 -6.508 -0.291 -0.204 -1.027 0.45
H -2.115 -2.344 -4.877 0.365 0.068 -0.018 0.35
H 0.327 -2.107 -5.329 -0.157 0.112 -0.339 0.27
H 0.068 -2.471 -7.028 0.047 0.147 -0.446 0.40
H -0.719 -4.784 -6.304 -0.335 -0.156 -0.838 0.42
H -0.793 -4.251 -4.716 0.151 0.294 0.223 0.39
H 2.848 -5.212 -6.489 0.732 -0.541 0.195 0.48
H 1.789 -4.240 -7.485 -0.112 -0.176 0.317 0.34
H 1.560 -6.997 -7.756 0.645 -0.034 -0.245 0.42
H 0.160 -6.111 -7.813 -0.404 0.572 0.275 0.37
H 1.328 -7.860 -5.697 -0.479 -0.011 -0.040 0.39
H -0.362 -7.278 -5.756 -0.625 -0.609 -0.304 0.28
H 2.000 -6.124 -4.428 -0.260 -0.576 0.350 0.35
H 0.337 -5.972 -3.840 -0.063 0.036 -0.593 0.45
H 2.320 -2.835 -5.154 0.053 0.049 -0.497 0.39
H 2.845 -4.329 -4.339 0.903 -0.300 0.066 0.45
H 1.486 -3.447 -3.733 -0.012 0.145 0.098 0.49
C -1.166 -3.232 3.063 -0.381 1.579 -0.832 -1.37
C -2.053 -3.606 1.889 -2.188 0.050 1.592 -0.63
C -3.159 -2.529 1.854 0.330 -0.219 0.860 0.17
C -4.488 -3.045 1.427 0.036 -0.189 0.902 -1.31
N -5.498 -1.959 1.199 -1.348 0.606 0.334 0.35
C -5.756 -1.099 2.449 1.840 -0.864 0.524 -0.63
C -6.626 -1.946 3.360 -0.331 0.528 -0.005 -0.42
C -7.279 -2.971 2.432 -1.131 -0.696 0.386 -0.92
C -6.850 -2.631 1.025 -1.297 1.162 -1.492 -0.59
C -5.152 -1.066 0.020 0.983 -1.678 -0.077 -0.61
H -0.898 -2.149 2.982 0.065 -0.749 -0.085 0.23
H -0.277 -3.805 3.024 0.914 -0.653 0.655 0.54
H -1.767 -3.288 3.967 0.391 -0.507 0.292 0.40
H -2.557 -4.588 2.093 0.516 0.581 -0.193 0.40
H -1.574 -3.683 0.968 1.098 -0.111 -1.566 0.49
H -2.888 -1.586 1.390 0.330 -0.193 -0.251 0.04
H -3.269 -2.328 2.911 -0.155 0.564 0.380 0.35
H -4.802 -3.822 2.164 -0.389 0.964 -0.389 0.39
H -4.432 -3.574 0.523 0.053 -0.591 -1.615 0.42
H -6.146 -0.128 2.244 -0.637 0.355 -0.915 0.63
H -4.771 -0.892 2.882 -0.194 -0.078 -0.064 0.25
H -7.328 -1.273 3.923 0.671 -0.983 -0.402 0.35
H -5.991 -2.540 4.002 0.017 0.385 0.728 0.25
H -8.344 -3.144 2.651 0.045 0.796 -0.785 0.44
H -6.944 -3.950 2.687 0.774 -0.768 0.149 0.36
H -7.537 -1.873 0.551 0.711 -0.409 0.674 0.44
H -6.828 -3.420 0.246 0.408 0.096 0.843 0.39
H -5.170 -1.700 -0.877 0.422 0.042 0.272 0.38
H -4.176 -0.561 0.145 -0.721 -0.187 -0.077 -0.10
H -5.965 -0.415 -0.118 -0.814 1.194 0.159 0.51
C -2.179 3.424 -5.931 -0.136 0.701 2.011 -1.07
C -3.146 4.610 -5.839 0.126 0.593 -0.350 -0.63
C -3.165 5.356 -4.503 -1.073 -1.702 1.745 -0.64
C -3.471 4.406 -3.270 0.966 0.584 -1.001 -0.89
N -3.582 5.024 -1.915 1.091 0.608 -0.029 0.47
C -4.275 4.089 -1.002 0.797 -0.543 1.097 -0.22
C -4.517 4.960 0.179 -1.168 -0.699 3.008 -0.46
C -4.995 6.301 -0.346 1.756 0.231 -0.891 -0.83
C -4.397 6.318 -1.766 0.798 -0.667 -0.085 -0.60
C -2.138 5.317 -1.470 -0.254 1.443 -1.501 -1.16
H -2.064 2.917 -6.849 -0.003 -0.008 -1.374 0.48
H -2.519 2.649 -5.243 -0.003 -0.058 0.169 0.13
H -1.205 3.752 -5.550 0.033 -0.160 -0.275 0.31
H -4.186 4.321 -6.055 0.337 -0.085 -0.096 0.38
H -2.898 5.443 -6.519 -0.029 -0.700 -0.330 0.33
H -4.019 6.009 -4.574 -0.376 0.446 0.084 0.40
H -2.348 5.988 -4.288 1.357 0.475 -0.178 0.48
H -2.822 3.543 -3.073 0.298 0.365 -0.504 0.33
H -4.390 3.979 -3.534 -1.682 -0.635 0.068 0.49
H -3.708 3.158 -0.825 0.025 0.502 -0.231 -0.23
H -5.229 3.790 -1.389 -0.480 0.056 -0.863 0.42
H -3.628 5.117 0.805 -0.116 -0.335 -0.259 0.30
H -5.291 4.472 0.868 1.056 0.704 -0.883 0.46
H -4.542 7.148 0.158 -0.250 -0.027 0.517 0.32
H -6.048 6.401 -0.336 -1.017 0.140 -0.196 0.36
H -3.700 7.107 -1.984 0.059 0.533 0.090 0.46
H -5.108 6.295 -2.539 -1.113 -0.013 -0.938 0.39
H -2.058 6.017 -0.662 -0.569 -0.171 0.943 0.48
H -1.674 5.930 -2.267 -0.422 -0.551 -0.040 0.38
H -1.533 4.452 -1.339 -0.085 -1.043 0.370 0.33
C 5.033 -1.306 0.586 -0.224 -0.423 -0.272 -0.78
C 6.022 -0.549 -0.385 -3.175 0.557 0.911 -0.86
C 5.364 0.819 -0.859 1.082 -1.009 -0.001 -0.57
C 4.864 1.723 0.255 1.877 -0.443 0.279 -0.13
N 4.493 3.138 -0.177 0.651 -0.560 0.082 0.38
C 5.790 3.880 -0.442 -0.604 1.477 1.542 -0.55
C 6.264 4.260 1.023 -0.102 0.409 -0.179 -0.77
C 5.047 4.090 1.955 -0.176 -0.733 -0.465 -0.61
C 3.884 3.860 0.989 -1.486 0.324 0.512 -0.11
C 3.634 3.028 -1.403 -0.042 0.684 0.930 -0.91
H 4.950 -0.918 1.631 0.202 0.322 -0.958 0.08
H 5.385 -2.348 0.757 -0.391 0.519 -0.451 0.43
H 3.980 -1.299 0.160 1.220 -0.198 0.500 0.20
H 6.156 -1.072 -1.309 -0.069 -0.729 -0.467 0.42
H 6.976 -0.538 0.066 1.145 0.802 0.566 0.39
H 4.529 0.551 -1.464 -0.564 -0.452 -0.711 0.50
H 6.128 1.227 -1.534 -0.294 0.557 0.239 0.20
H 5.773 1.715 0.904 -1.074 0.796 0.176 0.27
H 4.007 1.320 0.782 -0.172 -0.116 0.213 -0.11
H 5.546 4.788 -1.034 0.175 -0.647 0.342 0.47
H 6.472 3.244 -0.975 0.217 -0.184 -0.238 0.35
H 6.536 5.321 1.134 0.457 -0.530 -0.627 0.34
H 7.071 3.605 1.370 0.041 0.408 -0.287 0.36
H 4.913 4.893 2.670 -0.201 0.449 -0.343 0.55
H 5.186 3.225 2.598 -0.158 -0.326 -0.121 0.15
H 3.365 4.792 0.630 0.918 -0.705 0.093 0.39
H 3.078 3.229 1.398 0.373 0.046 -0.124 -0.03
H 4.361 3.025 -2.181 -0.012 -0.173 -1.063 0.41
H 2.947 3.871 -1.477 0.324 0.122 0.055 0.32
H 3.038 2.133 -1.364 -0.079 -0.292 0.075 0.29
O -2.149 0.341 0.738 1.284 0.273 0.828 -0.20
C -2.262 1.336 -0.187 -1.739 0.068 -2.615 0.86
O -1.447 2.251 -0.187 1.863 1.152 1.068 -1.14
O -3.182 1.261 -1.050 -0.200 -1.066 1.100 -0.81
H -1.303 0.573 1.226 -1.197 -0.760 -0.078 -0.19
O 1.020 1.957 1.006 1.405 -1.256 1.390 -0.04
C 1.332 1.062 2.042 2.674 0.752 0.470 0.59
O 0.470 0.401 2.646 -1.188 0.314 -1.293 -0.78
O 2.574 1.056 2.340 -1.110 0.119 -0.634 -0.67
H 0.103 1.842 0.803 -1.615 0.520 -0.781 0.08
```
Positions in Å, forces in eV/Å.

Its largest force on an atom is 3.35 eV/Å. The highest occupied orbital energy is -13.4067 eV. The energy relative to the best compared isomer or geometry (same formula, charge and spin) is 0.701 eV. The LUMO energy comes out at -5.3 eV. The calculation puts the calculated total energy at -70105.579 eV. The orbital gap is 8.15 eV. Its charge is +3.

***

Entry 2:
DFT (ωB97M-V/def2-TZVPD) results for a structure of composition C37H27Cl2GeINO5Pt.

Structure (XYZ):
```
75
Properties=species:S:1:pos:R:3:forces:R:3:mulliken_charge:R:1
Pt -0.323 -0.066 -0.027 0.817 0.492 -0.682 1.35
Cl 1.028 4.288 2.576 -0.026 0.045 0.009 -0.25
C 1.982 2.900 2.167 0.025 -0.042 -0.052 0.41
C 3.300 2.834 2.608 0.024 -0.100 -0.050 -0.61
C 4.097 1.760 2.300 -0.014 0.073 0.030 0.66
Cl 5.749 1.722 2.865 0.030 0.003 0.017 -0.30
C 3.593 0.693 1.532 -0.088 -0.074 -0.101 -0.11
C 4.327 -0.456 1.163 -0.042 -0.043 -0.041 -0.75
C 3.736 -1.434 0.412 0.134 0.126 0.054 -0.81
C 2.397 -1.292 0.024 -0.062 -0.148 -0.186 -0.11
N 1.700 -0.231 0.352 -1.527 0.027 0.381 -0.41
C 2.248 0.768 1.095 0.296 0.183 0.109 0.24
C 1.384 1.890 1.389 0.016 0.042 0.024 0.53
O 0.197 1.926 0.956 -0.297 0.001 -0.082 -0.95
H 3.697 3.648 3.200 0.002 0.000 0.003 0.44
H 5.356 -0.547 1.482 0.003 -0.011 0.001 0.41
H 4.281 -2.321 0.123 -0.024 -0.010 -0.017 0.39
H 1.885 -2.047 -0.557 -0.090 0.003 0.073 0.50
I -5.468 -6.234 4.125 0.120 0.108 -0.073 0.02
C -4.104 -4.914 3.210 -0.161 -0.152 0.107 0.07
C -3.592 -3.855 3.942 0.019 0.009 -0.015 -0.48
C -2.705 -2.984 3.326 -0.026 -0.022 0.009 -0.27
C -2.329 -3.175 2.002 0.030 -0.040 0.016 -0.06
C -2.852 -4.245 1.290 -0.023 -0.062 0.038 -0.36
C -3.747 -5.122 1.888 0.031 0.015 -0.041 -0.50
C -1.390 -2.200 1.334 0.257 0.195 0.117 0.85
O -0.998 -2.463 0.170 -0.055 -0.083 -0.051 -0.80
O -1.075 -1.167 1.976 -0.288 -0.429 0.115 -0.89
H -3.884 -3.707 4.973 -0.003 0.001 -0.001 0.36
H -2.298 -2.136 3.860 0.010 0.011 -0.018 0.42
H -2.552 -4.381 0.260 0.017 0.037 0.000 0.40
H -4.160 -5.951 1.329 -0.006 -0.006 0.013 0.35
O -2.330 0.009 -0.875 0.963 0.087 0.566 -0.93
C -1.908 -0.206 -2.058 0.319 -0.153 -0.493 1.46
O -0.703 -0.083 -2.366 -0.086 -0.350 -0.013 -0.97
C -2.870 -0.684 -3.132 -0.166 0.166 0.201 -0.80
C -2.159 -0.997 -4.445 0.109 0.335 0.145 -1.32
Ge -1.496 0.607 -5.381 -0.085 -0.047 -0.302 1.98
C -3.042 1.402 -6.327 0.095 -0.131 0.103 -0.14
C -4.300 0.801 -6.303 0.038 -0.002 -0.031 -0.26
C -5.385 1.373 -6.956 -0.018 0.011 -0.010 -0.66
C -5.227 2.562 -7.652 0.002 -0.045 0.027 -0.42
C -3.982 3.176 -7.685 -0.023 0.040 -0.033 -0.66
C -2.905 2.603 -7.024 0.057 0.004 0.034 -0.31
C -0.205 -0.021 -6.729 -0.114 0.032 0.121 -0.46
C 0.990 -0.607 -6.307 -0.051 -0.004 0.007 -0.16
C 1.908 -1.096 -7.226 0.033 -0.005 0.001 -0.64
C 1.641 -1.011 -8.586 -0.023 0.000 -0.005 -0.45
C 0.454 -0.437 -9.020 0.018 -0.008 -0.021 -0.58
C -0.460 0.053 -8.096 0.002 0.043 0.035 -0.47
C -0.686 2.082 -4.383 -0.083 -0.153 -0.095 0.16
C 0.621 2.489 -4.631 -0.044 -0.023 0.004 -0.43
C 1.180 3.544 -3.920 0.014 0.028 0.029 -0.69
C 0.437 4.199 -2.950 0.030 -0.006 -0.025 -0.50
C -0.870 3.804 -2.699 -0.057 -0.003 0.027 -0.68
C -1.428 2.760 -3.418 0.041 -0.008 0.005 -0.06
H -3.637 0.086 -3.266 -0.084 -0.047 0.051 0.24
H -3.379 -1.560 -2.722 -0.024 0.004 -0.008 0.38
H -2.822 -1.520 -5.138 -0.020 0.024 -0.007 0.60
H -1.307 -1.648 -4.253 0.017 0.008 -0.032 0.51
H -4.443 -0.129 -5.765 -0.017 -0.003 0.003 0.20
H -6.354 0.889 -6.917 -0.001 0.005 -0.003 0.39
H -6.071 3.010 -8.161 0.006 0.009 -0.003 0.37
H -3.856 4.109 -8.222 0.020 -0.003 0.007 0.38
H -1.941 3.102 -7.043 -0.009 0.016 0.000 0.41
H 1.201 -0.683 -5.244 0.035 -0.009 -0.008 0.46
H 2.833 -1.544 -6.883 -0.007 -0.003 0.010 0.39
H 2.354 -1.394 -9.305 0.004 0.005 0.001 0.36
H 0.241 -0.373 -10.080 -0.005 0.003 0.002 0.38
H -1.385 0.503 -8.442 0.007 -0.012 -0.026 0.31
H 1.215 1.975 -5.378 0.013 0.020 -0.010 0.36
H 2.201 3.846 -4.116 0.001 0.000 0.000 0.40
H 0.876 5.010 -2.383 0.000 -0.010 0.015 0.40
H -1.449 4.299 -1.929 0.008 -0.009 0.007 0.39
H -2.446 2.452 -3.203 -0.013 0.044 0.015 0.33
```
Positions in Å, forces in eV/Å.

Its largest force on an atom is 1.57 eV/Å. The highest occupied orbital energy is -4.5662 eV. The energy relative to the best compared isomer or geometry (same formula, charge and spin) is 0.000 eV. The LUMO energy comes out at 2.1 eV. The calculation puts the calculated total energy at -143445.842 eV. The orbital gap is 6.62 eV. Its charge is -1.

***

no.,molecular weight (g/mol)
1,833.4
2,1031.1